No. 1
{"formula": "C18H22ClF2O6P", "method": "ωB97M-V with the def2-TZVPD basis set", "symbols": ["C", "C", "O", "O", "C", "C", "C", "C", "C", "P", "F", "C", "C", "O", "F", "C", "C", "O", "Cl", "O", "C", "O", "C", "C", "C", "C", "C", "C", "H", "H", "H", "H", "H", "H", "H", "H", "H", "H", "H", "H", "H", "H", "H", "H", "H", "H", "H", "H", "H", "H"], "coordinates": [[7.13131, -2.22277, 1.91451], [6.90964, -1.02959, 0.77457], [7.53652, -1.04396, -0.41507], [5.98251, 0.08399, 1.13383], [4.71495, -0.18039, 0.41104], [3.37396, 0.33518, 1.26550], [1.95147, -0.09714, 0.50051], [0.98404, 1.22583, 0.39277], [-0.59128, 0.68458, 0.30643], [-1.59004, 1.43832, -1.13260], [-0.29091, 0.91093, -2.21380], [-2.84363, 0.55811, -2.26106], [-2.07279, 0.34461, -3.73134], [-1.96228, 1.31089, -4.65961], [-1.50990, -1.01174, -4.07474], [-1.11413, 3.25822, -1.63856], [-2.23168, 3.88281, -2.69964], [-3.53643, 3.87274, -2.37786], [-1.66751, 4.55584, -4.35369], [-2.77928, 2.00887, -0.00674], [-3.85709, 1.04777, 0.24166], [-5.11000, 1.44185, -0.12034], [-3.73809, -0.43668, 0.91916], [-4.59191, -1.65764, 0.18259], [-4.63184, -3.21746, 0.69452], [-3.75052, -3.62627, 2.01799], [-2.91739, -2.43376, 2.78491], [-2.90317, -0.84336, 2.26946], [8.07885, -2.88149, 1.68049], [7.19477, -1.75895, 2.98772], [6.15737, -2.89601, 1.88130], [4.58055, -1.33798, 0.28728], [4.69149, 0.30444, -0.65666], [3.42932, -0.10998, 2.35551], [3.44186, 1.52618, 1.30651], [1.47610, -0.94311, 1.16362], [2.14712, -0.49584, -0.58759], [1.26376, 1.96701, -0.47076], [1.15066, 1.83521, 1.40585], [-0.67212, -0.49286, 0.37494], [-1.09597, 1.08652, 1.31085], [-3.13199, -0.54603, -1.92381], [-3.80708, 1.20669, -2.53695], [-0.91874, 3.95205, -0.71718], [-0.08781, 3.22814, -2.24580], [-5.23815, -1.37827, -0.78148], [-5.27505, -4.00705, 0.07817], [-3.73344, -4.74115, 2.38913], [-2.26212, -2.65486, 3.74604], [-2.28390, -0.02244, 2.82846]], "forces_ev_per_angstrom": [[-0.69, 0.54, -0.38], [2.95, 0.19, -4.81], [-4.30, 0.14, 7.86], [0.66, -3.22, -1.44], [-2.00, -0.57, -0.19], [0.93, 0.44, -0.66], [0.97, 0.71, 0.15], [-0.06, -0.69, 0.90], [0.46, 0.44, 1.99], [1.79, 0.43, -0.08], [-1.14, 0.10, 0.82], [0.03, -1.54, -2.87], [0.99, 4.32, -5.37], [-0.86, -7.23, 6.79], [-1.87, 3.91, 1.43], [1.03, 0.85, -1.82], [-6.69, -0.46, 2.59], [8.95, 0.17, -2.52], [-0.60, -0.94, 2.54], [-2.79, -3.15, 0.14], [-6.28, 2.39, -1.39], [8.13, -2.73, 2.32], [0.27, -3.88, 1.35], [1.19, -0.82, 2.20], [2.45, 3.23, 1.89], [-0.17, 4.36, -1.55], [-1.64, 1.08, -2.74], [-2.13, -2.86, -2.60], [-2.04, 1.59, 0.26], [-0.10, -0.76, -2.19], [2.03, 1.39, 0.02], [0.30, 2.07, 0.10], [0.31, -0.84, 2.09], [-0.15, 0.99, -2.22], [-0.17, -2.63, 0.10], [0.65, 1.75, -1.49], [-0.32, 0.62, 2.18], [-0.42, -1.78, 1.50], [-0.69, -1.32, -2.17], [0.27, 2.44, -0.58], [0.95, -0.94, -2.45], [0.64, 2.56, -0.34], [2.24, -1.32, 0.96], [-0.98, -1.28, -1.68], [-2.37, -0.18, 1.40], [1.61, -0.60, 2.42], [1.64, 1.96, 1.59], [0.04, 2.60, -0.73], [-1.65, 0.37, -2.29], [-1.38, -1.93, -1.07]], "lowdin_charge": [-0.02, -0.29, -0.02, -0.13, -0.20, -0.16, -0.20, -0.22, -0.22, 0.87, -0.34, -0.11, -0.20, -0.02, -0.05, -0.16, -0.59, -0.07, 0.56, -0.28, -0.31, -0.01, -0.07, -0.01, -0.05, -0.06, -0.05, -0.01, 0.10, 0.09, 0.10, 0.13, 0.14, 0.12, 0.12, 0.11, 0.12, 0.11, 0.12, 0.11, 0.09, 0.12, 0.14, 0.12, 0.11, 0.11, 0.10, 0.09, 0.09, 0.09], "total_energy_ha": -2151.2364, "e_homo_ev": -9.4, "orbital_gap_ev": 8.16, "fmax_ev_per_a": 10.0, "smiles": "CC(=O)OCCCCCP(F)(CC(=O)F)(CC(=O)Cl)OC(=O)c1ccccc1", "lumo_energy_ev": -1.29, "charge": 0}

---

No. 2
{"formula": "CH10N2O2", "method": "ωB97M-V with the def2-TZVPD basis set", "symbols": ["N", "C", "N", "H", "H", "H", "H", "H", "H", "H", "H", "O", "H", "H", "O"], "coordinates": [[0.68967, 1.42481, 0.58083], [-0.13545, 1.05718, -0.57745], [0.32291, 0.03687, -1.51399], [1.66282, 1.49117, 0.30580], [0.48515, 0.76718, 1.34066], [-0.52398, 1.99051, -0.96865], [-0.94952, 0.59686, 0.00726], [0.17340, -0.87929, -1.10325], [-0.12225, -0.00950, -2.42506], [-3.23688, -1.32731, 1.17349], [-3.77204, -0.06026, 1.78669], [-2.98387, -0.61841, 1.77325], [3.55809, -1.49015, -0.30412], [2.10200, -1.12953, -0.09748], [2.72995, -1.85013, 0.02202]], "forces_ev_per_angstrom": [[0.29, -0.59, -0.75], [-1.87, -0.65, 2.14], [0.89, -0.06, 0.04], [0.13, -0.12, 0.54], [0.88, 0.42, -0.43], [0.22, -0.20, -1.01], [-0.61, 0.46, -0.66], [0.03, 0.10, -0.04], [-0.01, 0.58, 0.24], [0.12, -0.11, 0.02], [0.21, 0.04, 0.11], [-0.29, 0.07, -0.15], [0.09, -0.01, -0.05], [0.01, 0.08, -0.11], [-0.08, -0.01, 0.10]], "lowdin_charge": [-0.01, -0.38, 0.00, 0.06, 0.07, 0.10, 0.09, 0.06, 0.06, 0.03, 0.04, -0.06, 0.03, -0.02, -0.07], "total_energy_ha": -304.0554, "e_homo_ev": -9.3, "e_above_lowest_kcal_mol": 17.2, "orbital_gap_ev": 9.97, "fmax_ev_per_a": 2.9, "smiles": "NCN.O.O", "lumo_energy_ev": 0.65, "charge": 0}

---

> charge of number 2 (CH10N2O2)?

0

---

> Number 2 is which compound?

CH10N2O2